Entry 1:
Molecular formula: C29H32BrFN6O3SeY
Method: DFT, the ωB97M-V functional and the def2-TZVPD basis

Summary:
- E: -6792.1846 Ha

```
! wB97M-V def2-TZVPD RIJCOSX def2/J DEFGRID3
* xyz 1 1
Y -1.66 0.17 -0.70
C 3.40 1.33 4.78
C 4.07 0.85 3.50
C 5.27 1.73 3.17
C 6.02 1.16 1.98
C 5.08 0.96 0.82
C 5.57 0.92 -0.46
C 4.71 0.76 -1.55
F 5.23 0.73 -2.78
C 3.36 0.64 -1.38
C 2.84 0.66 -0.07
C 1.42 0.50 0.11
O 0.64 0.29 -0.87
C 0.96 0.57 1.45
C 1.83 0.71 2.49
N 3.16 0.84 2.32
C 3.69 0.83 1.04
C -0.53 0.36 1.48
O -0.95 -0.82 1.42
O -1.26 1.35 1.20
H 4.15 1.35 5.56
H 2.60 0.67 5.12
H 3.00 2.34 4.65
H 4.41 -0.18 3.63
H 5.92 1.78 4.04
H 4.93 2.74 2.95
H 6.48 0.20 2.26
H 6.83 1.82 1.68
H 6.63 1.01 -0.65
H 2.69 0.53 -2.22
H 1.46 0.73 3.50
Br 1.92 5.13 -0.95
C 0.14 4.52 -1.10
C -0.93 5.39 -0.99
C -2.21 4.86 -1.11
C -2.36 3.50 -1.27
N -1.32 2.65 -1.34
C -0.09 3.17 -1.29
H -0.77 6.45 -0.84
H -3.07 5.50 -1.06
H -3.34 3.06 -1.36
H 0.74 2.50 -1.43
C 0.56 -4.34 -1.44
N -0.46 -3.35 -1.71
C -0.14 -2.43 -2.79
C -1.56 -3.20 -0.94
N -2.18 -2.05 -0.86
N -1.99 -4.31 -0.27
C -2.13 -5.59 -0.93
C -2.78 -4.14 0.94
H 1.54 -3.85 -1.41
H 0.59 -5.10 -2.22
H 0.38 -4.82 -0.48
H 0.21 -3.00 -3.65
H 0.65 -1.74 -2.49
H -1.03 -1.87 -3.08
H -3.13 -2.21 -0.52
H -1.69 -5.56 -1.92
H -3.19 -5.84 -1.03
H -1.65 -6.39 -0.35
H -3.86 -4.09 0.74
H -2.47 -3.24 1.46
H -2.60 -5.00 1.59
Se -3.20 0.39 -2.85
C -4.83 0.58 -1.87
C -6.03 0.76 -2.54
C -7.19 0.92 -1.80
N -7.23 0.90 -0.47
C -6.09 0.72 0.17
C -4.87 0.56 -0.47
H -6.04 0.79 -3.62
H -8.14 1.07 -2.31
H -6.15 0.71 1.25
H -3.96 0.43 0.12
*
```

Mulliken population analysis, charges in e, atoms 1 to 4: number 1, Y, carries -0.01; number 2, C, carries -1.85; number 3, C, carries 0.47; number 4, C, carries -0.98



Entry 2:
Molecular formula: C6H10N
Method: DFT, the ωB97M-V functional and the def2-TZVPD basis

Summary:
- Structure (SMILES): C=C1[C@H]2CC[N@@+]12C
- E: -288.9826 Ha

```
! wB97M-V def2-TZVPD RIJCOSX def2/J DEFGRID3
* xyz 1 1
C -2.15 -0.70 -0.72
C -1.13 -0.21 -0.04
C -0.50 0.67 1.06
C 0.62 -0.05 1.88
C 1.15 -0.61 0.55
N 0.26 0.05 -0.32
C 0.58 0.51 -1.58
H -2.07 -0.96 -1.73
H -3.10 -0.49 -0.29
H -0.83 1.76 1.01
H 0.21 -0.76 2.50
H 1.32 0.56 2.51
H 2.12 -0.09 0.35
H 1.30 -1.64 0.45
H 0.44 -0.15 -2.44
H 0.15 1.52 -1.73
H 1.63 0.61 -1.46
*
```

Mulliken population analysis, charges in e, atoms 1 to 4: number 1, C, carries -0.70; number 2, C, carries 0.27; number 3, C, carries -0.20; number 4, C, carries -0.46



Entry 3:
Molecular formula: C15H15MgN6O9
Method: DFT, the ωB97M-V functional and the def2-TZVPD basis

Summary:
- E: -1786.0149 Ha

```
! wB97M-V def2-TZVPD RIJCOSX def2/J DEFGRID3
* xyz 0 2
Mg -0.05 0.02 0.47
N 0.47 -0.38 3.82
O 0.08 -0.17 2.64
O -0.33 -0.34 4.71
O 1.58 -0.78 4.04
N -0.05 3.17 0.82
O 0.23 3.88 -0.11
O -0.31 3.64 1.92
O -0.10 2.02 0.61
N 0.26 -3.09 0.83
O 0.11 -1.93 0.51
O 0.69 -3.90 0.05
O 0.17 -3.43 1.99
N -0.17 -0.09 -1.58
C -1.21 0.38 -2.33
C -1.38 0.31 -3.73
C -0.35 -0.12 -4.48
C 0.85 -0.47 -3.82
C 0.86 -0.56 -2.42
H -2.01 0.85 -1.78
H -2.29 0.59 -4.24
H -0.33 -0.18 -5.56
H 1.56 -0.96 -4.47
H 1.69 -0.93 -1.83
N 2.10 0.27 0.43
C 2.99 -0.61 1.06
C 4.39 -0.41 1.02
C 4.96 0.62 0.34
C 4.17 1.59 -0.25
C 2.73 1.36 -0.20
H 2.62 -1.54 1.46
H 4.96 -1.17 1.55
H 6.02 0.82 0.39
H 4.52 2.32 -0.96
H 2.02 2.00 -0.69
N -2.07 -0.15 0.75
C -2.89 0.83 1.37
C -4.25 0.77 1.45
C -4.96 -0.32 1.02
C -4.19 -1.38 0.44
C -2.83 -1.27 0.39
H -2.45 1.79 1.61
H -4.71 1.64 1.90
H -6.03 -0.44 1.11
H -4.70 -2.21 -0.03
H -2.37 -2.05 -0.20
*
```

Mulliken population analysis, charges in e, atoms 1 to 4: number 1, Mg, carries 1.93; number 2, N, carries 0.98; number 3, O, carries -0.35; number 4, O, carries -0.44



Entry 4:
Molecular formula: C35H59I2N15V
Method: DFT, the ωB97M-V functional and the def2-TZVPD basis

Summary:
- E: -3729.3855 Ha

```
! wB97M-V def2-TZVPD RIJCOSX def2/J DEFGRID3
* xyz 2 4
V -0.51 0.01 0.91
C 1.73 -4.19 0.78
N 1.11 -4.88 -0.32
C 1.19 -6.32 -0.21
C 0.56 -4.27 -1.38
N -0.01 -3.05 -1.25
C -0.08 -2.16 -2.40
C 0.41 -0.72 -2.18
N -0.33 0.21 -1.31
C 0.25 1.56 -1.48
C 1.78 1.73 -1.44
N 2.37 1.48 -0.14
C 3.40 2.23 0.19
N 3.80 2.28 1.48
C 5.19 2.40 1.86
C 2.92 1.82 2.52
N 4.06 3.06 -0.68
C 4.61 2.62 -1.94
C 4.50 4.38 -0.26
C -1.75 0.28 -1.69
C -2.61 1.03 -0.67
N -2.42 0.50 0.66
C -3.33 0.75 1.58
N -3.29 0.06 2.76
C -3.33 -1.39 2.80
C -3.63 0.70 4.01
N -4.36 1.63 1.42
C -5.67 1.32 1.98
C -4.25 2.97 0.90
N 0.57 -4.91 -2.56
C -0.53 -4.87 -3.51
C 1.72 -5.68 -3.02
H 1.24 -4.43 1.72
H 1.69 -3.11 0.63
H 2.77 -4.52 0.85
H 0.89 -6.60 0.81
H 2.21 -6.69 -0.37
H 0.52 -6.81 -0.90
H -1.09 -2.16 -2.85
H 0.61 -2.55 -3.15
H 0.45 -0.27 -3.19
H 1.42 -0.78 -1.77
H -0.16 2.19 -0.70
H -0.06 1.95 -2.46
H 1.94 2.79 -1.71
H 2.25 1.13 -2.22
H 5.35 3.29 2.47
H 5.83 2.45 0.98
H 5.48 1.52 2.44
H 1.94 2.24 2.35
H 3.30 2.17 3.48
H 2.84 0.72 2.54
H 4.48 1.55 -2.06
H 5.68 2.83 -1.95
H 4.15 3.15 -2.78
H 3.97 4.68 0.63
H 4.27 5.08 -1.07
H 5.58 4.42 -0.08
H -2.14 -0.73 -1.76
H -1.87 0.76 -2.67
H -3.66 0.92 -0.97
H -2.36 2.10 -0.71
H -4.35 -1.73 3.03
H -2.66 -1.76 3.57
H -3.03 -1.79 1.83
H -4.61 0.39 4.38
H -3.61 1.78 3.89
H -2.88 0.41 4.74
H -5.74 0.27 2.23
H -6.42 1.54 1.21
H -5.89 1.93 2.86
H -3.22 3.31 0.95
H -4.86 3.63 1.53
H -4.62 3.05 -0.13
H -1.43 -4.49 -3.03
H -0.72 -5.88 -3.86
H -0.30 -4.25 -4.38
H 2.58 -5.49 -2.39
H 1.96 -5.35 -4.03
H 1.51 -6.75 -3.05
N -1.68 -4.06 0.19
C -1.12 -2.82 -0.20
N -0.68 -1.99 0.86
C -0.55 -2.49 2.09
N -0.25 -1.67 3.08
N -0.26 -0.40 2.69
C -0.08 0.51 3.61
C -0.25 1.87 3.23
C -0.21 2.91 4.18
C -0.44 4.20 3.77
C -0.71 4.43 2.42
C -0.71 3.35 1.55
N -0.48 2.09 1.91
C -0.85 -3.88 2.41
C -0.66 -4.43 3.68
C -1.03 -5.74 3.93
C -1.61 -6.51 2.92
C -1.82 -5.97 1.66
C -1.44 -4.66 1.41
H -2.20 -4.58 -0.49
H -1.87 -2.27 -0.79
H 0.14 0.23 4.64
H 0.00 2.68 5.21
H -0.42 5.02 4.47
H -0.91 5.42 2.05
H -0.89 3.54 0.50
H -0.23 -3.82 4.45
H -0.90 -6.16 4.91
H -1.90 -7.52 3.12
H -2.29 -6.56 0.89
I 3.70 -0.99 -0.19
I 4.97 -3.35 -0.78
*
```

Mulliken population analysis, charges in e, atoms 1 to 4: number 1, V, carries 0.11; number 2, C, carries -0.57; number 3, N, carries 0.79; number 4, C, carries -1.35



Entry 5:
Molecular formula: C5H15N2S
Method: DFT, the ωB97M-V functional and the def2-TZVPD basis

Summary:
- Structure (SMILES): [NH3+]CCNCCCS
- E: -706.8874 Ha

```
! wB97M-V def2-TZVPD RIJCOSX def2/J DEFGRID3
* xyz 1 1
N 1.14 0.89 -3.07
C 1.26 1.23 -1.59
C 0.64 0.13 -0.65
N -0.49 0.91 0.01
C -0.67 0.96 1.45
C -1.14 -0.31 2.24
C -0.51 -1.63 1.68
S -1.44 -2.51 0.36
H 0.17 1.03 -3.37
H 1.78 1.42 -3.67
H 1.43 -0.06 -3.30
H 2.32 1.30 -1.17
H 0.93 2.23 -1.43
H 1.31 -0.19 0.13
H 0.13 -0.61 -1.27
H -1.40 0.66 -0.34
H -1.31 1.82 1.62
H 0.31 0.99 1.99
H -0.96 -0.30 3.31
H -2.23 -0.51 2.18
H 0.57 -1.35 1.53
H -0.45 -2.31 2.53
H -1.38 -3.78 0.84
*
```

Mulliken population analysis, charges in e, atoms 1 to 4: number 1, N, carries -0.31; number 2, C, carries -0.68; number 3, C, carries -0.50; number 4, N, carries -0.26



Entry 6:
Molecular formula: C4H7NO
Method: DFT, the ωB97M-V functional and the def2-TZVPD basis

Summary:
- E: -286.4144 Ha

```
! wB97M-V def2-TZVPD RIJCOSX def2/J DEFGRID3
* xyz 0 1
O -2.62 -0.96 0.33
C -1.46 -0.97 -0.03
C -0.52 0.80 0.89
N 0.54 0.72 0.10
C 0.98 0.69 -1.12
C 1.73 -0.11 -0.15
H -0.71 -1.66 0.40
H -0.43 0.53 1.93
H -1.33 1.44 0.55
H 0.65 0.96 -2.11
H -1.11 -0.49 -0.98
H 1.58 -1.19 -0.06
H 2.68 0.26 0.26
*
```

Mulliken population analysis, charges in e, atoms 1 to 4: number 1, O, carries -0.53; number 2, C, carries -0.04; number 3, C, carries -0.61; number 4, N, carries -0.09



Entry 7:
Molecular formula: C3H5O3
Method: DFT, the ωB97M-V functional and the def2-TZVPD basis

Summary:
- E: -343.0420 Ha

```
! wB97M-V def2-TZVPD RIJCOSX def2/J DEFGRID3
* xyz -1 1
O -0.64 -1.53 2.09
C 0.23 -1.77 1.24
C 0.08 -1.15 -0.10
H 1.07 -2.58 1.52
H -0.39 -2.02 -0.67
H 1.00 -0.79 -0.50
H -0.75 -0.40 -0.05
O 0.65 1.43 -0.01
C 0.02 1.87 -0.99
O -0.37 1.22 -2.11
H -0.15 3.06 -1.03
*
```

Mulliken population analysis, charges in e, atoms 1 to 4: number 1, O, carries -0.52; number 2, C, carries 0.19; number 3, C, carries -0.71; number 4, H, carries 0.26



Entry 8:
Molecular formula: C19H17F25NO4
Method: DFT, the ωB97M-V functional and the def2-TZVPD basis

Summary:
- E: -3586.5603 Ha

```
! wB97M-V def2-TZVPD RIJCOSX def2/J DEFGRID3
* xyz -1 1
C 0.97 2.84 5.96
C 0.68 2.44 4.71
N -0.49 1.82 4.39
C -0.29 0.56 3.70
C 0.98 -0.15 4.05
O 1.99 -0.18 3.39
F 0.97 -0.84 5.22
H 0.28 2.59 6.74
H 1.82 3.46 6.20
H 1.42 2.68 3.94
H -0.31 0.65 2.60
H -1.10 -0.10 4.00
C 1.68 -2.53 0.68
C 0.23 -2.43 0.18
C -0.33 -3.59 -0.65
F 0.38 -3.80 -1.78
F -1.60 -3.31 -1.02
F 0.04 -1.27 -0.47
F -0.56 -2.40 1.29
O 2.70 -1.88 -0.06
C 3.31 -2.46 -1.14
C 3.02 -1.70 -2.44
F 1.69 -1.57 -2.66
F 3.54 -2.39 -3.50
F 3.03 -3.77 -1.25
F 4.64 -2.36 -0.95
H 1.68 -1.99 1.63
H 1.95 -3.56 0.92
H -0.33 -4.51 -0.06
H 3.46 -0.71 -2.41
C 5.67 1.72 -6.16
C 5.30 1.61 -7.65
C 4.34 2.65 -8.23
F 3.14 2.64 -7.62
F 4.13 2.36 -9.54
F 4.87 0.36 -7.92
F 6.47 1.79 -8.33
O 4.98 0.92 -5.21
C 3.77 1.30 -4.67
C 2.62 0.37 -5.08
F 2.54 0.28 -6.42
F 1.46 0.88 -4.63
F 3.50 2.60 -4.93
F 3.92 1.21 -3.33
H 6.69 1.35 -6.11
H 5.71 2.77 -5.84
H 4.77 3.65 -8.17
H 2.75 -0.64 -4.67
C -5.67 -1.14 3.75
C -4.59 -0.04 3.75
C -4.35 0.74 5.05
F -5.49 1.37 5.45
F -3.41 1.67 4.86
F -4.82 0.81 2.72
F -3.43 -0.69 3.48
O -6.97 -0.84 3.26
C -7.95 -0.27 4.04
C -8.33 1.13 3.57
F -7.27 1.94 3.48
F -9.21 1.67 4.45
F -7.63 -0.30 5.35
F -9.06 -1.04 3.90
H -5.30 -1.87 3.04
H -5.72 -1.64 4.71
H -4.02 0.07 5.84
H -8.81 1.07 2.58
*
```

Mulliken population analysis, charges in e, atoms 1 to 4: number 1, C, carries -0.84; number 2, C, carries -0.23; number 3, N, carries -0.43; number 4, C, carries 0.14



Entry 9:
Molecular formula: C32H16ClN8O4W
Method: DFT, the ωB97M-V functional and the def2-TZVPD basis

Summary:
- E: -2494.9956 Ha

```
! wB97M-V def2-TZVPD RIJCOSX def2/J DEFGRID3
* xyz 1 3
W -0.30 -0.19 -0.52
C 4.63 -4.65 -0.05
C 3.69 -5.38 0.69
C 2.44 -4.87 0.97
C 2.14 -3.61 0.46
C 0.96 -2.78 0.57
N -0.10 -3.09 1.28
C -1.09 -2.27 1.53
C -2.23 -2.63 2.34
C -2.56 -3.82 2.98
C -3.75 -3.84 3.68
C -4.58 -2.71 3.76
C -4.24 -1.52 3.13
C -3.05 -1.50 2.41
C -2.42 -0.46 1.65
N -2.91 0.75 1.51
C -2.35 1.71 0.81
N -1.22 1.59 0.02
C -0.89 2.85 -0.44
N 0.19 3.18 -1.11
C 1.19 2.34 -1.34
N 1.30 1.03 -0.94
C 2.54 0.56 -1.40
N 3.05 -0.64 -1.24
C 2.45 -1.63 -0.61
N 1.18 -1.61 -0.12
C 3.08 -2.89 -0.28
C 4.34 -3.39 -0.54
C 3.21 1.62 -2.09
C 4.46 1.67 -2.71
C 4.82 2.86 -3.30
C 3.98 3.98 -3.27
C 2.74 3.94 -2.64
C 2.37 2.74 -2.06
C -1.89 3.80 0.01
C -2.02 5.16 -0.19
C -3.11 5.78 0.40
C -4.02 5.06 1.19
C -3.88 3.71 1.40
C -2.80 3.08 0.79
N -1.23 -0.95 1.12
H 5.60 -5.09 -0.24
H 3.97 -6.36 1.06
H 1.71 -5.42 1.55
H -1.92 -4.69 2.92
H -4.06 -4.74 4.20
H -5.50 -2.77 4.32
H -4.88 -0.65 3.18
H 5.06 -2.82 -1.11
H 5.10 0.80 -2.73
H 5.78 2.94 -3.80
H 4.31 4.90 -3.74
H 2.09 4.80 -2.62
H -1.31 5.71 -0.80
H -3.26 6.84 0.26
H -4.85 5.59 1.64
H -4.57 3.15 2.01
O -2.82 -0.50 -2.74
Cl -1.54 -1.05 -2.87
O -1.32 -1.82 -4.01
O -0.51 0.03 -2.72
O -1.21 -1.83 -1.62
*
```

Mulliken population analysis, charges in e, atoms 1 to 4: number 1, W, carries 0.92; number 2, C, carries -0.68; number 3, C, carries -0.69; number 4, C, carries -0.21



Entry 10:
Molecular formula: C9H12FNO3
Method: DFT, the ωB97M-V functional and the def2-TZVPD basis

Summary:
- Structure (SMILES): C#COC(=O)N(CC(=O)F)CC(C)C
- E: -730.4014 Ha

```
! wB97M-V def2-TZVPD RIJCOSX def2/J DEFGRID3
* xyz 0 1
C 3.39 -1.25 0.33
C 2.94 -0.53 -0.49
O 2.62 0.34 -1.43
C 1.64 1.30 -1.20
O 1.71 2.31 -1.83
N 0.66 0.98 -0.24
C 0.09 2.25 0.23
C -0.87 2.03 1.38
O -0.61 1.93 2.53
F -2.16 2.10 0.98
C -0.33 0.06 -0.88
C -1.16 -0.78 0.08
C -2.01 -1.75 -0.74
C -0.33 -1.52 1.15
H 3.68 -1.91 1.12
H -0.42 2.80 -0.55
H 0.90 2.84 0.64
H 0.22 -0.61 -1.54
H -0.99 0.66 -1.52
H -1.87 -0.15 0.61
H -2.62 -1.22 -1.48
H -2.69 -2.30 -0.10
H -1.37 -2.45 -1.28
H -0.64 -2.57 1.19
H 0.72 -1.47 0.91
H -0.50 -1.07 2.13
*
```

Mulliken population analysis, charges in e, atoms 1 to 4: number 1, C, carries -0.35; number 2, C, carries 0.16; number 3, O, carries -0.37; number 4, C, carries 0.48



Entry 11:
Molecular formula: C18H16N8O2S
Method: DFT, the ωB97M-V functional and the def2-TZVPD basis

Summary:
- Structure (SMILES): C/C(=N\NC(=O)c1nnn(-c2nonc2N)c1-c1cccs1)c1ccc(C)cc1
- E: -1682.1312 Ha

```
! wB97M-V def2-TZVPD RIJCOSX def2/J DEFGRID3
* xyz 0 1
C -1.91 -1.01 -1.25
C -2.41 0.12 -0.41
N -1.69 1.06 0.06
N -0.33 1.09 -0.07
C 0.55 0.10 0.23
O 0.25 -1.04 0.55
C 1.93 0.58 0.16
N 2.21 1.91 0.12
N 3.47 2.08 0.08
N 4.08 0.88 0.09
C 5.46 0.87 0.20
N 6.22 -0.15 0.47
O 7.47 0.32 0.54
N 7.53 1.65 0.32
C 6.30 2.05 0.10
N 5.91 3.30 -0.21
C 3.14 -0.12 0.13
C 3.40 -1.53 0.07
C 4.47 -2.17 -0.51
C 4.38 -3.57 -0.40
C 3.26 -3.97 0.26
S 2.26 -2.67 0.72
C -3.85 0.21 -0.13
C -4.66 -0.92 -0.10
C -6.01 -0.81 0.18
C -6.59 0.42 0.44
C -8.05 0.54 0.72
C -5.78 1.55 0.43
C -4.43 1.45 0.15
H -1.53 -1.81 -0.62
H -2.70 -1.40 -1.89
H -1.08 -0.67 -1.87
H 0.04 2.03 -0.06
H 6.58 4.04 -0.09
H 4.92 3.49 -0.14
H 5.27 -1.67 -1.00
H 5.12 -4.24 -0.80
H 2.95 -4.97 0.48
H -4.23 -1.90 -0.28
H -6.62 -1.70 0.20
H -8.58 0.83 -0.19
H -8.47 -0.41 1.06
H -8.25 1.30 1.47
H -6.21 2.52 0.63
H -3.80 2.33 0.15
*
```

Mulliken population analysis, charges in e, atoms 1 to 4: number 1, C, carries -1.91; number 2, C, carries 0.91; number 3, N, carries -0.88; number 4, N, carries 0.12